A cluster of 3 separate species, C19H16BF16NO5 in total. Source: the Open Molecules 2025 dataset; level of theory: ωB97M-V/def2-TZVPD.

Geometry as XYZ:
```
58
Properties=species:S:1:pos:R:3:nbo_charge:R:1
C 3.8542 -2.7572 -3.8030 -1.00
B 3.1693 -1.7985 -2.7678 0.98
O 3.9824 -1.1545 -1.8725 -0.86
C 1.6154 -1.5004 -2.7090 -0.37
C 1.1918 -0.1839 -2.4486 -0.15
C -0.1571 0.1602 -2.3631 -0.19
C -1.0836 -0.8537 -2.5281 -0.07
C -0.6912 -2.1483 -2.8042 -0.15
C 0.6450 -2.4963 -2.9058 -0.12
C -1.9144 -2.9922 -2.9186 0.68
O -2.0079 -4.1174 -3.3056 -0.53
N -2.9630 -2.1730 -2.4773 -0.65
C -2.5667 -0.8268 -2.4489 0.67
O -3.3123 0.1029 -2.3725 -0.55
H 3.4652 -2.6885 -4.8141 0.24
H 3.7829 -3.7792 -3.4272 0.25
H 4.9154 -2.5168 -3.8300 0.24
H 3.4663 -0.9222 -1.0906 0.50
H 1.9426 0.5778 -2.3009 0.22
H -0.4763 1.1681 -2.1433 0.23
H 0.9294 -3.5166 -3.1218 0.23
H -3.8929 -2.3738 -2.8211 0.42
C -2.3750 3.4669 0.3646 -0.14
C -3.1027 4.3706 1.3732 0.60
C -3.1364 5.8727 1.0855 0.52
F -1.8948 6.3979 1.0868 -0.32
F -3.8494 6.4861 2.0583 -0.32
F -2.6194 4.1498 2.6155 -0.31
F -4.4052 3.9715 1.3658 -0.32
O -1.0563 3.0591 0.6956 -0.52
C 0.0467 3.7975 0.3464 0.85
C 0.8421 4.2369 1.5778 0.51
F 0.0864 5.0177 2.3711 -0.31
F 1.9175 4.9474 1.1745 -0.32
F -0.2624 4.8374 -0.4451 -0.31
F 0.8486 2.9755 -0.3715 -0.33
H -2.9417 2.5371 0.3648 0.24
H -2.4374 3.8566 -0.6511 0.21
H -3.6152 6.0722 0.1228 0.14
H 1.1747 3.3644 2.1450 0.14
C 1.2254 -1.7862 3.6496 -0.14
C 1.9777 -1.2903 2.4041 0.59
C 1.1745 -0.5380 1.3448 0.52
F 0.2251 -1.3164 0.7980 -0.32
F 2.0196 -0.1660 0.3432 -0.34
F 2.6400 -2.3151 1.8258 -0.31
F 2.9115 -0.4008 2.8472 -0.33
O 0.8408 -3.1476 3.6680 -0.51
C -0.3658 -3.5616 3.1558 0.85
C -0.1708 -4.5526 2.0051 0.50
F 0.5136 -3.9739 0.9974 -0.32
F -1.3820 -4.9244 1.5383 -0.32
F -1.1467 -2.5277 2.7936 -0.32
F -1.0123 -4.2236 4.1385 -0.32
H 1.9497 -1.7062 4.4587 0.23
H 0.4000 -1.1253 3.9152 0.21
H 0.7104 0.3610 1.7589 0.15
H 0.3747 -5.4322 2.3519 0.15
```

- energy (Eh) = -2787.40739
- frontier orbital gap (Eh) = 0.353
- highest occupied orbital energy (Ha) = -0.368
- SMILES = CB(O)c1ccc2c(c1)C(=O)NC2=O.FC(F)C(F)(F)COC(F)(F)C(F)F.FC(F)C(F)(F)COC(F)(F)C(F)F
- energy above the lowest of the compared OMol25 structures with the same formula, charge and spin (kcal per mole) = 3.7


A structure of composition As3CsF18 in a non-equilibrium geometry. Source: the Open Molecules 2025 dataset; level of theory: ωB97M-V/def2-TZVPD.

Geometry as XYZ:
```
22
Properties=species:S:1:pos:R:3:nbo_charge:R:1
Cs -2.4957 1.1398 -0.1188 1.00
As 2.1293 4.5716 -3.2231 2.81
F 3.5325 5.5171 -3.7487 -0.63
F 1.7219 4.1634 -4.9138 -0.63
F 0.8305 3.4600 -2.5432 -0.66
F 2.5194 4.9196 -1.5515 -0.63
F 1.0748 5.9595 -3.2717 -0.63
F 3.2321 3.1814 -2.9581 -0.63
As -3.8847 -4.2294 0.4867 2.79
F -5.0819 -5.3423 -0.3166 -0.64
F -5.0542 -3.9844 1.8556 -0.63
F -2.7456 -3.0381 1.2535 -0.63
F -2.7532 -4.6254 -0.8066 -0.62
F -4.5983 -2.9098 -0.5870 -0.65
F -3.2148 -5.5930 1.4232 -0.62
As 2.1059 -0.4960 2.7313 2.80
F 2.3211 1.2893 2.5211 -0.64
F 1.4061 -0.4769 1.0293 -0.64
F 1.9944 -2.2695 2.9668 -0.62
F 2.7441 -0.3103 4.3779 -0.63
F 0.5083 -0.2380 3.4386 -0.63
F 3.7081 -0.6885 1.9550 -0.62
```

- net charge = -2
- energy (Eh) = -8525.57558
- frontier orbital gap (Eh) = 0.357
- highest occupied orbital energy (Ha) = -0.270
- energy above the lowest of the compared OMol25 structures with the same formula, charge and spin (kcal per mole) = 66.7


A structure of composition C4H11N3 in a non-equilibrium geometry. Source: the Open Molecules 2025 dataset; level of theory: ωB97M-V/def2-TZVPD.

Geometry as XYZ:
```
18
Properties=species:S:1:pos:R:3:nbo_charge:R:1
C 1.6535 -0.8380 0.6689 -0.41
C -2.2668 -0.7994 -0.4607 -0.70
N 1.0016 0.2781 -0.0089 -0.36
C -0.5823 0.6645 0.0213 0.35
N 1.8258 1.1574 -0.7618 -0.67
N -0.9767 1.3505 1.1285 -0.83
C -0.6923 -0.4699 -0.6721 -0.21
H 2.7134 1.3448 -0.3009 0.33
H 2.0422 0.7035 -1.6519 0.32
H -0.1818 1.9094 1.4372 0.41
H -1.8786 1.7844 0.9902 0.39
H -0.2951 -0.8768 -1.5903 0.21
H 1.0142 -1.2123 1.4725 0.21
H 2.6089 -0.5375 1.1105 0.18
H 1.8672 -1.6365 -0.0514 0.17
H -2.7352 -0.5240 0.4840 0.20
H -2.8319 -0.4042 -1.3061 0.20
H -2.2861 -1.8941 -0.5090 0.20
```

- energy (Eh) = -323.06263
- frontier orbital gap (Eh) = 0.295
- highest occupied orbital energy (Ha) = -0.260
- energy above the lowest of the compared OMol25 structures with the same formula, charge and spin (kcal per mole) = 153.1